[1]
Molecular formula: C2H2Br3ClS
Method: DFT, ωB97M-V with the def2-TZVPD basis set

Last column: natural (NBO) charge in e.
Cartesian coordinates (Å):
C 0.53387 -0.12843 0.64597  -0.425
C -0.97527 -0.49642 -0.58954  -0.396
S 0.84554 1.65983 0.69512  0.314
Cl 2.25348 1.54331 -0.80993  -0.154
Br -0.16924 -0.83058 2.33950  0.036
Br -0.42419 -0.07436 -2.41293  0.077
Br -2.39051 0.62899 0.07446  0.104
H 1.40624 -0.71224 0.50949  0.220
H -1.07992 -1.59010 -0.45214  0.224

Computed properties:
HOMO level   -0.3420 Eh
E_LUMO   -0.5 eV
DFT total energy   -8657.76292 Ha
Multiplicity   1
Orbital gap   0.3247 Eh

=====

[2]
Molecular formula: C16H28N2O2Si
Method: DFT, ωB97M-V with the def2-TZVPD basis set

Last column: natural (NBO) charge in e.
Cartesian coordinates (Å):
C 1.21316 4.34901 -3.89399  -0.241
O 0.27393 3.61395 -3.17699  -0.533
C 0.80793 2.47943 -2.56286  0.230
C 0.49977 1.24231 -3.08364  -0.203
C 0.95139 0.06681 -2.57925  -0.258
C 1.73673 0.10424 -1.39295  0.195
N 2.25482 -1.14479 -0.85373  -0.446
C 3.42759 -1.22056 -0.04633  -0.224
C 3.03471 -0.78307 1.39359  -0.218
N 1.61479 -1.22261 1.59616  -0.489
C 0.68355 -0.32182 2.34581  -0.228
C -0.53679 0.07924 1.52970  -0.070
O -1.52156 -0.98043 1.47948  -0.933
Si -3.17194 -0.84732 1.47067  1.889
C -3.55008 0.66755 2.57361  -1.136
C -3.74230 -0.70244 -0.32522  -1.121
C -3.88137 -2.31414 2.30281  -1.153
C 1.10584 -2.43977 0.91717  -0.255
C 1.28542 -2.22351 -0.60338  -0.224
C 2.22897 1.37807 -0.96941  -0.276
C 1.67570 2.54486 -1.45030  -0.227
H 1.76446 5.01296 -3.16580  0.162
H 1.89879 3.54735 -4.24333  0.175
H 0.83883 4.92118 -4.73147  0.193
H -0.14902 1.21919 -3.94390  0.214
H 0.83059 -0.91671 -3.09160  0.225
H 4.16760 -0.59934 -0.46875  0.208
H 3.67627 -2.28760 -0.09973  0.197
H 3.18772 0.30404 1.48589  0.201
H 3.65800 -1.41843 2.08905  0.175
H 1.19039 0.59542 2.72769  0.206
H 0.38654 -0.87399 3.24177  0.194
H -0.37981 0.33793 0.41989  0.194
H -1.05085 0.96722 1.95856  0.174
H -3.06561 0.41095 3.51451  0.236
H -3.18386 1.66130 2.21125  0.239
H -4.64215 0.72918 2.63740  0.234
H -4.78170 -0.46127 -0.01675  0.218
H -3.36567 0.19339 -0.74418  0.245
H -3.80153 -1.64029 -0.82431  0.243
H -3.48186 -2.37743 3.28928  0.245
H -3.80350 -3.21901 1.67861  0.246
H -4.90526 -2.32300 2.34677  0.240
H 0.04336 -2.61664 1.12711  0.248
H 1.70306 -3.25607 1.39808  0.180
H 1.69168 -3.16025 -0.93000  0.182
H 0.33066 -2.11930 -1.23050  0.219
H 2.95597 1.49996 -0.25511  0.206
H 1.89663 3.54427 -1.05141  0.219

Computed properties:
HOMO level   -0.2681 Eh
Structure (SMILES)   COc1ccc(N2CCN(CCO[Si](C)(C)C)CC2)cc1
E_LUMO   0.8 eV
DFT total energy   -1175.88732 Ha
Multiplicity   1
Orbital gap   0.2978 Eh

=====

[3]
Molecular formula: C18H17Cl2NO3
Method: DFT, ωB97M-V with the def2-TZVPD basis set

Last column: natural (NBO) charge in e.
Cartesian coordinates (Å):
C 2.68244 -0.26713 -2.71997  -0.423
N 1.33254 0.00284 -2.29234  -0.167
O 0.52086 0.15869 -3.48327  -0.400
C -0.62643 0.85761 -3.08837  0.067
C -1.74446 -0.07494 -2.58109  -0.105
O -1.46795 -0.65525 -1.31496  -0.508
C -2.05757 -0.11043 -0.24585  0.795
O -2.78161 0.85311 -0.29760  -0.590
C -1.73508 -0.86650 0.99229  -0.225
C -1.33677 -2.19986 0.90352  -0.080
C -1.05973 -2.94311 2.03120  -0.269
C -1.17659 -2.34449 3.27913  -0.012
Cl -0.82656 -3.25219 4.69814  0.025
C -1.56395 -1.02132 3.39996  -0.261
C -1.84466 -0.28431 2.25809  0.032
Cl -2.28570 1.35743 2.45100  0.063
C -0.14654 1.86256 -2.02777  -0.439
C 1.18217 1.24856 -1.53598  -0.106
C 1.20344 0.98324 -0.04897  0.058
C 1.40171 -0.29025 0.46486  -0.254
C 1.46671 -0.48997 1.83290  -0.199
C 1.31368 0.57525 2.70204  -0.228
C 1.09583 1.84580 2.19655  -0.203
C 1.04852 2.04934 0.82981  -0.236
H 3.29391 -0.41112 -1.83137  0.212
H 3.10707 0.54501 -3.32595  0.174
H 2.67427 -1.18222 -3.30848  0.214
H -1.00570 1.34790 -3.99139  0.205
H -1.84846 -0.90808 -3.28031  0.203
H -2.67910 0.49280 -2.52013  0.212
H -1.24863 -2.64666 -0.07360  0.232
H -0.75502 -3.97431 1.95167  0.233
H -1.64732 -0.55860 4.36987  0.244
H 0.02326 2.83792 -2.48159  0.222
H -0.87069 1.97835 -1.22573  0.239
H 2.00702 1.94586 -1.76940  0.188
H 1.49832 -1.12141 -0.21465  0.233
H 1.63460 -1.48387 2.22081  0.214
H 1.36309 0.41716 3.76898  0.214
H 0.96755 2.68153 2.86819  0.215
H 0.89154 3.04507 0.43977  0.209

Computed properties:
HOMO level   -0.3132 Eh
Structure (SMILES)   CN1O[C@@H](COC(=O)c2ccc(Cl)cc2Cl)C[C@H]1c1ccccc1
E_LUMO   0.3 eV
DFT total energy   -1896.94145 Ha
Multiplicity   1
Orbital gap   0.3239 Eh

=====

[4]
Molecular formula: C31H46N2O6P2Ti
Method: DFT, ωB97M-V with the def2-TZVPD basis set

Last column: Löwdin spin population.
Cartesian coordinates (Å):
Ti -0.65550 0.20428 0.07054  0.929
C -1.39037 1.01148 2.19106  -0.009
C -2.31485 0.13040 1.47305  -0.002
C -0.86847 -1.16915 2.77660  0.005
C -0.54966 0.19427 3.01412  0.002
C -1.90186 -1.22907 1.79194  -0.005
C -1.58939 2.47101 2.39099  -0.001
H -2.53510 2.80850 1.94722  0.000
H -0.77026 3.05807 1.95317  0.000
H -1.61961 2.70545 3.46412  0.000
C 0.41973 0.73426 3.99434  0.000
H -0.00243 1.60811 4.50577  0.000
H 1.34117 1.07381 3.49540  0.000
H 0.71635 0.00611 4.75412  0.000
C -0.29620 -2.36658 3.43683  0.001
H 0.33138 -2.10568 4.29554  0.000
H 0.33476 -2.93620 2.73565  0.000
H -1.08474 -3.04558 3.78344  0.000
C -2.67479 -2.44776 1.45526  0.000
H -3.05576 -2.92218 2.37113  0.000
H -2.05722 -3.19090 0.93044  0.000
H -3.53177 -2.20173 0.81702  0.000
C -3.65722 0.50551 0.94059  0.001
H -4.46582 0.09190 1.56468  -0.001
H -3.82378 0.09819 -0.05964  0.001
H -3.79843 1.59170 0.89427  0.000
C -0.66856 3.08732 -3.51353  -0.001
C -1.37900 3.82284 -2.63206  0.000
C -2.86058 3.76994 -2.43018  0.000
C -3.52234 2.42016 -2.80176  0.001
C -2.77439 1.19682 -2.35825  0.009
C -1.92419 0.54078 -3.16804  0.008
C -1.55962 0.94184 -4.55944  0.001
C -1.21633 2.46702 -4.74085  0.000
H -3.34777 4.55646 -3.03593  0.000
H -3.68204 2.38359 -3.89189  0.000
H -3.07482 4.02609 -1.37371  0.000
H -2.12601 2.99858 -5.05721  0.000
H 0.42223 3.06876 -3.42242  0.000
H -0.87694 4.57792 -2.01865  0.000
H -0.47499 2.54947 -5.55832  0.000
H -0.70234 0.33590 -4.90125  0.000
H -1.60411 -0.46882 -2.93699  0.002
H -2.38119 0.71156 -5.25804  0.000
H -4.51224 2.41297 -2.31737  0.000
H -3.15614 0.74986 -1.44252  0.003
P 1.20804 1.50482 -1.01850  -0.003
P -0.32315 -1.86502 -1.52720  0.007
C 1.05577 0.52972 -2.62553  0.003
C 0.81724 -1.00445 -2.73157  0.000
H 2.03961 0.76028 -3.07426  0.000
H 0.29171 1.05413 -3.19636  0.000
H 0.45133 -1.25984 -3.74380  0.000
H 1.79216 -1.48604 -2.62888  0.000
C 0.51670 -3.33583 -0.84579  0.001
H 0.11658 -3.52514 0.17003  0.000
H 1.60119 -3.17260 -0.76826  0.000
H 0.32853 -4.22979 -1.47057  0.000
C -1.90784 -2.62992 -2.09534  0.002
H -1.77152 -3.17962 -3.04408  0.000
H -2.71319 -1.88937 -2.23715  0.000
H -2.28447 -3.33172 -1.33128  0.000
C 2.16702 3.06540 -1.13519  -0.003
H 2.02209 3.66119 -0.21792  0.000
H 1.86964 3.67452 -2.00425  -0.001
H 3.23292 2.78061 -1.19121  0.000
C -0.45683 2.28143 -0.66702  0.009
H -1.34321 1.87076 -0.05064  0.003
H -0.97304 2.20454 -1.62473  0.000
H -0.33565 3.30766 -0.27093  0.000
O 2.82804 -0.72791 -0.59260  0.006
C 2.31883 -0.87415 0.52794  0.005
O 1.08770 -0.54225 0.83801  0.023
C 3.18818 -1.49021 1.60234  -0.001
C 4.41752 -2.03781 1.19581  0.000
C 5.29889 -2.57678 2.15140  0.000
C 4.97986 -2.54366 3.51093  0.000
C 3.75077 -2.00843 3.90479  0.000
C 2.85292 -1.46948 2.96037  0.001
N 3.39737 -2.05748 5.29854  0.000
O 4.22482 -2.54093 6.10255  0.000
O 2.28091 -1.62212 5.67359  0.000
N 6.53339 -3.18800 1.74937  0.000
O 6.83379 -3.22327 0.53871  0.000
O 7.26277 -3.66580 2.64532  0.000
H 4.68537 -2.04189 0.14466  0.000
H 5.67948 -2.93314 4.23685  0.000
H 1.89895 -1.06971 3.27260  0.000

Computed properties:
HOMO level (spin up / spin down)   -0.3778 / -0.3939 Eh
E_LUMO (spin up / spin down)   -3.3 / -3.3 eV
Expectation value of S²   0.76
Total charge   +1
DFT total energy   -3301.42891 Ha
Multiplicity   2
Orbital gap (spin up / spin down)   0.2578 / 0.2740 Eh

=====

[5]
Molecular formula: H5N4O
Method: DFT, ωB97M-V with the def2-TZVPD basis set

Last column: natural (NBO) charge in e.
Cartesian coordinates (Å):
N 1.61442 0.63788 -0.17257  -0.658
N -1.79806 -0.68512 -0.08613  -0.749
N 1.37029 -0.51319 0.58068  -0.545
N -1.25482 0.41830 0.64998  -0.027
O -0.84383 1.29377 -0.17187  -0.637
H 1.75233 1.36878 0.52915  0.335
H 0.68997 0.68721 -0.58628  0.379
H -1.29389 -1.43268 0.37868  0.336
H -1.39440 -0.52418 -0.98375  0.312
H 1.15798 -1.25076 -0.13789  0.256

Computed properties:
HOMO level (spin up / spin down)   -0.0427 / -0.1137 Eh
E_LUMO (spin up / spin down)   5.2 / 5.2 eV
Total charge   -1
DFT total energy   -297.09845 Ha
Multiplicity   1
Orbital gap (spin up / spin down)   0.2339 / 0.3041 Eh

=====

[6]
Molecular formula: C43H37N9O5S2Y
Method: DFT, ωB97M-V with the def2-TZVPD basis set

Last column: Mulliken charge in e.
Cartesian coordinates (Å):
Y 0.65951 0.53496 -0.72962  -0.047
N 2.61421 -2.89134 -1.57942  -0.208
C 3.85541 -2.25564 -1.57872  0.183
C 5.09091 -2.75744 -1.89412  -0.813
C 6.18481 -1.88934 -1.84752  -0.524
C 6.01311 -0.56484 -1.48482  -0.643
C 4.76201 -0.04404 -1.17802  -0.929
C 3.66331 -0.89374 -1.23292  0.453
N 2.35901 -0.64914 -0.94012  0.284
C 1.68651 -1.93294 -1.01402  -0.486
C -0.75559 -2.29304 -2.19072  -1.909
C -0.49199 -2.65074 -3.49502  -0.490
S -1.95289 -3.00734 -4.33982  -0.272
C -2.81459 -2.67804 -2.86722  -0.429
N -2.09609 -2.32734 -1.87432  0.150
H 2.56931 -3.83784 -1.22632  0.406
H 5.20571 -3.79914 -2.15732  0.402
H 7.16851 -2.26674 -2.09512  0.371
H 6.87391 0.08626 -1.41822  0.391
H 4.63911 0.98856 -0.88012  0.466
H 0.46181 -2.70434 -3.97522  0.509
H -3.88169 -2.77574 -2.82152  0.476
N -6.97429 -0.15954 2.27348  -0.557
C -5.66199 0.18516 2.01068  1.076
C -4.76949 -0.75044 1.48228  -1.128
C -3.44449 -0.42374 1.27408  0.303
C -3.00679 0.84256 1.61478  -0.619
C -3.87359 1.78686 2.13538  -0.737
C -5.19679 1.46026 2.33778  -0.859
S -1.33429 1.33056 1.28398  1.811
O -0.49509 0.12146 1.22338  -0.350
O -0.93689 2.31206 2.24728  -0.751
N -1.29229 1.93186 -0.19442  -0.110
C -2.00639 1.39166 -1.18462  0.293
N -3.34179 1.46226 -1.19072  -0.451
C -3.95719 1.07286 -2.28822  -0.448
C -3.28849 0.62296 -3.41632  -1.023
C -1.91249 0.49616 -3.29442  -0.479
N -1.27199 0.83686 -2.18962  0.337
H -7.32639 -0.95854 1.77368  0.218
H -7.62519 0.60606 2.34198  0.209
H -5.12009 -1.73984 1.23288  0.295
H -2.75789 -1.14024 0.84618  0.410
H -3.49249 2.76866 2.36788  0.545
H -5.88659 2.18266 2.74978  0.298
H -5.03859 1.14256 -2.25642  0.466
H -3.80979 0.35466 -4.32032  0.444
H -1.30629 0.08936 -4.09392  0.672
C 3.77251 4.66456 -1.48622  -1.161
C 3.02221 4.97806 -0.19422  -1.109
C 1.51441 4.64176 -0.30762  2.306
C 0.74901 5.07556 0.96058  -1.284
C -0.76269 5.02876 0.75698  -1.296
C 0.95211 5.39946 -1.49242  -0.503
O 0.82221 6.60446 -1.51222  -0.676
N 0.61061 4.63906 -2.56902  0.159
C 0.76231 3.24886 -2.71612  0.013
O 0.49001 2.74296 -3.78472  -0.741
N 1.19251 2.55316 -1.64732  -0.486
C 1.42781 3.13426 -0.45982  2.037
O 1.65091 2.39456 0.50998  -0.908
H 4.84321 4.78806 -1.33962  0.479
H 3.45811 5.33546 -2.28472  0.282
H 3.58441 3.63946 -1.80222  0.222
H 3.12491 6.04006 0.04308  0.442
H 3.42981 4.38856 0.62968  0.421
H 1.05091 6.09116 1.22778  0.446
H 1.02071 4.39016 1.76368  0.535
H -1.09259 5.82056 0.08668  0.461
H -1.26429 5.14916 1.71328  0.452
H -1.05679 4.06366 0.34948  0.260
H 0.21421 5.11856 -3.36972  0.320
C 0.19771 -1.85044 -1.22642  0.599
C 0.67771 -2.30024 0.02638  -0.229
C 0.52001 -2.89454 1.23158  1.015
C 1.68831 -3.09244 2.07878  0.352
C 2.77391 -2.21214 2.01218  -0.045
C 3.92301 -2.44924 2.73618  -0.920
C 4.01311 -3.56164 3.56058  -0.454
C 2.93591 -4.42764 3.65708  -0.720
C 1.78761 -4.20014 2.92548  -0.553
C -0.80019 -3.37114 1.64198  0.223
C -1.60519 -4.01914 0.70368  -0.293
C -2.85969 -4.48134 1.04118  -0.783
C -3.33779 -4.31294 2.33078  -0.549
C -2.55049 -3.66624 3.27118  -0.860
C -1.29489 -3.19664 2.93498  0.002
H 2.69001 -1.32374 1.40068  0.456
H 4.75711 -1.76404 2.66228  0.430
H 4.91201 -3.74584 4.13298  0.391
H 2.99771 -5.29634 4.30048  0.381
H 0.96161 -4.89394 2.99918  0.432
H -1.21069 -4.17384 -0.28932  0.534
H -3.45559 -5.00254 0.30328  0.398
H -4.31329 -4.69234 2.60498  0.431
H -2.92679 -3.53844 4.27678  0.384
H -0.68449 -2.67994 3.66158  0.500

Computed properties:
HOMO level   -0.1348 Eh
E_LUMO   2.2 eV
Total charge   -1
DFT total energy   -3364.77630 Ha
Multiplicity   1
Orbital gap   0.2145 Eh

=====

ΔE to the lowest compared entry with this formula, charge and spin (computed, kJ/mol): 136.1 256.1 243.5 488.1 202.4 100.1